(1)
Computed, not measured: a cluster of 3 separate species, C24H27FN4O14 in total in a non-equilibrium geometry, with ωB97M-V/def2-TZVPD.

Cartesian coordinates (Å):
1 C 3.22191 -0.38503 3.16652
2 O 4.42796 0.22135 2.63216
3 C 4.12441 1.45316 1.94363
4 N 3.95417 2.62193 2.89395
5 C 3.00633 3.53500 2.65602
6 N 2.68480 4.72669 3.49412
7 C 1.18358 4.66090 3.64969
8 F 0.79250 6.01632 3.88811
9 C 0.70588 3.50631 4.65604
10 C -0.62569 3.83358 5.48803
11 C -0.72922 3.24804 7.00453
12 N -1.67767 4.50200 5.06008
13 C 0.84982 4.32235 2.07761
14 O 0.54114 5.62092 1.54183
15 C -0.37357 3.32670 1.75822
16 O 0.05096 1.91348 1.73212
17 C -1.07490 1.04455 1.79698
18 C -1.19409 -0.27062 2.69289
19 O -2.05844 1.31956 1.03830
20 N 2.03227 3.57289 1.56851
21 C 2.52992 3.87983 0.20074
22 O 3.77431 3.88054 -0.08484
23 O 1.63506 4.17470 -0.83506
24 H 3.43090 -1.48986 3.40165
25 H 2.83208 0.17906 4.10353
26 H 2.34370 -0.39268 2.40473
27 H 4.94499 1.75790 1.20989
28 H 3.15937 1.29264 1.32996
29 H 4.57045 2.72349 3.71661
30 H 3.22331 4.69946 4.38584
31 H 0.64461 2.46730 4.14166
32 H 1.55504 3.38936 5.44106
33 H -1.22079 3.98793 7.72009
34 H 0.30821 2.89120 7.32745
35 H -1.39506 2.30296 6.90603
36 H -1.48246 4.78078 4.08296
37 H -0.43804 5.71749 1.45175
38 H -0.79549 3.59890 0.71273
39 H -1.25382 3.39388 2.48834
40 H -1.90395 -0.16376 3.59319
41 H -0.17618 -0.67778 3.06710
42 H -1.64491 -1.10622 2.03331
43 C -2.55075 -1.71359 -4.21550
44 C -2.98275 -0.45125 -4.17348
45 C -3.03793 0.30796 -2.89160
46 O -3.41992 1.46504 -2.89220
47 C -2.62747 -0.38460 -1.66412
48 C -2.19933 -1.64713 -1.70690
49 C -2.11843 -2.39647 -2.99189
50 O -1.70473 -3.54525 -2.99638
51 O -1.81671 -2.30496 -0.57169
52 O -3.39005 0.19514 -5.30223
53 H -2.50344 -2.27564 -5.13902
54 H -2.68868 0.17098 -0.73742
55 H -1.54931 -3.19753 -0.86735
56 H -3.65182 1.09021 -5.00853
57 C -0.55080 -7.47864 -7.58873
58 C -0.98247 -6.21629 -7.54617
59 C -1.03753 -5.45739 -6.26407
60 O -1.41902 -4.29921 -6.26398
61 C -0.62785 -6.14912 -5.03719
62 C -0.19936 -7.41234 -5.07931
63 C -0.11826 -8.16208 -6.36478
64 O 0.29545 -9.30960 -6.36870
65 O 0.18213 -8.06823 -3.94618
66 O -1.38961 -5.56939 -8.67487
67 H -0.50369 -8.03990 -8.51251
68 H -0.68958 -5.59243 -4.11131
69 H 0.44984 -8.96110 -4.24087
70 H -1.65133 -4.67439 -8.38109

Values from the calculation:
- DFT total energy: -62661.3159 eV
- E_LUMO: -1.49 eV
- HOMO: -0.290 hartree
- Orbital gap: 6.410 eV

=====

(2)
Computed, not measured: an isolated molecule of C24H27FN4O4S in a non-equilibrium geometry, with ωB97M-V/def2-TZVPD.

Cartesian coordinates (Å):
1 C -2.85866 -3.46423 3.57001
2 C -2.33027 -2.62873 2.32074
3 C -1.98229 -1.19357 2.47184
4 C -1.71487 -0.52485 1.40261
5 C -1.71790 -1.19428 -0.01464
6 N -1.35510 -0.22776 -0.94005
7 C -1.07653 -0.91196 -2.23576
8 C 0.17847 -1.47789 -2.22056
9 O -0.03150 -2.84805 -2.39508
10 N 1.33812 -1.12631 -1.72563
11 C 1.53973 0.38116 -1.40600
12 C 1.83957 0.32106 0.17834
13 N 2.92689 -0.68587 0.43756
14 C 4.19429 -0.08316 0.47004
15 C 5.37600 -0.48078 -0.03397
16 C 6.63297 -0.14163 -0.15691
17 C 6.78519 1.09118 0.90210
18 F 7.93156 1.55955 0.74356
19 C 5.70010 1.80137 1.20026
20 C 4.33904 1.33960 1.19755
21 C 2.87090 -1.97078 -0.01906
22 C 2.57057 -2.09412 -1.47919
23 S -1.78895 1.65459 -0.79753
24 O -1.82353 2.06691 -2.25484
25 O -0.82789 1.90222 0.01579
26 C -3.35196 1.59795 -0.14018
27 C -4.56351 0.87912 -0.70099
28 C -4.47109 0.25493 -2.09866
29 N -5.54169 1.03136 -0.00426
30 O -5.24346 1.89569 1.13658
31 C -3.86318 2.11175 0.82188
32 C -3.19204 3.02762 2.06543
33 C -2.11918 -2.44749 0.00734
34 C -2.51542 -3.26761 1.20556
35 H -2.36936 -3.06204 4.41644
36 H -3.83563 -3.36993 3.94214
37 H -2.63699 -4.58635 3.21040
38 H -2.23406 -0.84961 3.54474
39 H -1.49854 0.46841 1.52436
40 H -0.80305 0.05089 -2.78573
41 H -1.87411 -1.22577 -2.42396
42 H 0.65380 0.89174 -1.70830
43 H 2.48091 0.56940 -1.78125
44 H 1.99480 1.34963 0.42735
45 H 1.12359 -0.04891 0.58948
46 H 5.11514 -1.56879 -0.64578
47 H 7.40352 -0.80926 -0.37798
48 H 5.74398 2.77521 1.91507
49 H 3.71474 1.66303 1.72097
50 H 3.63665 -2.65716 0.30003
51 H 1.85134 -2.23179 0.46579
52 H 2.21453 -2.86497 -1.94778
53 H 3.17548 -1.51761 -2.02720
54 H -5.62442 0.16630 -2.29111
55 H -3.96047 0.59336 -2.86250
56 H -4.36515 -0.77768 -1.68511
57 H -3.75060 3.92182 2.30468
58 H -2.14782 3.23796 1.49645
59 H -3.16259 2.40398 2.94812
60 H -2.06550 -2.79042 -1.11391
61 H -2.68943 -4.15917 0.75114

Values from the calculation:
- DFT total energy: -53007.1479 eV
- Relative energy (zero: lowest compared OMol25 entry of this formula, charge and spin): 482.3 kcal per mole
- E_LUMO: 0.11 eV
- HOMO: -0.277 hartree
- Orbital gap: 7.656 eV
- SMILES: Cc1ccc(N(CC(=O)N2CCN(c3ccc(F)cc3)CC2)S(=O)(=O)c2c(C)noc2C)cc1

=====

(3)
Computed, not measured: a structure of composition C24H27N3O6S2 in a non-equilibrium geometry, with ωB97M-V/def2-TZVPD.

Cartesian coordinates (Å):
1 C 1.56916 5.56285 -0.64088
2 C 2.62905 4.48344 -1.21202
3 O 2.18210 3.60977 -2.28484
4 C 1.39560 2.71738 -2.03823
5 C 1.13920 2.11189 -3.26185
6 C 0.13927 1.04679 -2.99395
7 C -0.39606 0.70305 -1.69653
8 C 0.16304 1.15498 -0.67456
9 C 1.00537 2.25725 -0.71743
10 H 1.18419 2.80701 0.13512
11 H -0.33555 0.78743 0.45868
12 N -1.05798 -0.71952 -1.60763
13 S -0.87364 -1.87107 -2.77233
14 O -1.09978 -3.20845 -1.73557
15 O 0.25019 -1.89467 -3.54675
16 C -2.56786 -1.89914 -3.51514
17 C -3.14304 -3.04800 -3.95051
18 C -4.30463 -3.13713 -4.60709
19 C -4.80879 -2.18668 -5.21019
20 C -4.26032 -0.82199 -4.77766
21 C -2.91539 -0.82391 -4.09339
22 H -2.61161 0.12877 -3.66875
23 H -4.64484 0.00972 -5.17970
24 H -5.80867 -2.02019 -5.60517
25 H -4.58508 -4.40667 -4.88495
26 H -2.72357 -4.14973 -3.53291
27 C -2.03438 -0.61959 -0.65457
28 H -2.74820 -1.79361 -0.77439
29 H -2.73053 0.21349 -0.35817
30 C -1.42470 -0.99102 0.74749
31 O -1.65262 -0.57016 1.79699
32 N -0.25317 -1.98633 0.64336
33 C 0.51413 -2.23143 1.69713
34 C 1.12149 -0.98933 2.33428
35 C 1.96013 -1.19011 3.45264
36 C 2.24474 -2.72920 3.84695
37 C 2.00359 -3.71487 2.97436
38 C 0.74278 -3.39705 2.13839
39 H 0.57784 -4.35789 1.51811
40 H 2.16408 -4.67553 3.50938
41 H 2.86951 -2.61542 4.56051
42 N 2.21522 -0.07418 4.38328
43 S 1.58332 1.41045 4.04622
44 O 1.65175 1.93283 2.60563
45 O 2.19440 2.16207 5.04673
46 C -0.22052 0.99861 4.25685
47 H -0.73135 0.54475 3.52739
48 H -0.21605 0.52242 5.17947
49 H -0.57895 1.82049 4.56192
50 C 3.22392 -0.29039 5.45486
51 H 3.38272 0.64307 5.68898
52 H 4.20187 -0.76534 4.98607
53 H 2.73291 -1.06201 5.89332
54 H 0.70765 -0.01824 1.99454
55 H -0.51862 -2.50405 -0.21900
56 H -0.35429 0.38551 -3.83468
57 H 1.44094 2.37946 -4.10016
58 H 3.58586 5.06288 -1.36278
59 H 2.93941 3.78498 -0.22015
60 H 0.44873 5.13773 -0.28655
61 H 2.13513 6.16479 0.05424
62 H 1.30093 6.21903 -1.47443

Values from the calculation:
- DFT total energy: -63731.7846 eV
- Relative energy (zero: lowest compared OMol25 entry of this formula, charge and spin): 453.5 kcal per mole
- E_LUMO: -0.06 eV
- HOMO: -0.292 hartree
- Orbital gap: 7.889 eV

=====

Copy entry 2 word for word.
Computed, not measured: an isolated molecule of C24H27FN4O4S in a non-equilibrium geometry, with ωB97M-V/def2-TZVPD.

Cartesian coordinates (Å):
1 C -2.85866 -3.46423 3.57001
2 C -2.33027 -2.62873 2.32074
3 C -1.98229 -1.19357 2.47184
4 C -1.71487 -0.52485 1.40261
5 C -1.71790 -1.19428 -0.01464
6 N -1.35510 -0.22776 -0.94005
7 C -1.07653 -0.91196 -2.23576
8 C 0.17847 -1.47789 -2.22056
9 O -0.03150 -2.84805 -2.39508
10 N 1.33812 -1.12631 -1.72563
11 C 1.53973 0.38116 -1.40600
12 C 1.83957 0.32106 0.17834
13 N 2.92689 -0.68587 0.43756
14 C 4.19429 -0.08316 0.47004
15 C 5.37600 -0.48078 -0.03397
16 C 6.63297 -0.14163 -0.15691
17 C 6.78519 1.09118 0.90210
18 F 7.93156 1.55955 0.74356
19 C 5.70010 1.80137 1.20026
20 C 4.33904 1.33960 1.19755
21 C 2.87090 -1.97078 -0.01906
22 C 2.57057 -2.09412 -1.47919
23 S -1.78895 1.65459 -0.79753
24 O -1.82353 2.06691 -2.25484
25 O -0.82789 1.90222 0.01579
26 C -3.35196 1.59795 -0.14018
27 C -4.56351 0.87912 -0.70099
28 C -4.47109 0.25493 -2.09866
29 N -5.54169 1.03136 -0.00426
30 O -5.24346 1.89569 1.13658
31 C -3.86318 2.11175 0.82188
32 C -3.19204 3.02762 2.06543
33 C -2.11918 -2.44749 0.00734
34 C -2.51542 -3.26761 1.20556
35 H -2.36936 -3.06204 4.41644
36 H -3.83563 -3.36993 3.94214
37 H -2.63699 -4.58635 3.21040
38 H -2.23406 -0.84961 3.54474
39 H -1.49854 0.46841 1.52436
40 H -0.80305 0.05089 -2.78573
41 H -1.87411 -1.22577 -2.42396
42 H 0.65380 0.89174 -1.70830
43 H 2.48091 0.56940 -1.78125
44 H 1.99480 1.34963 0.42735
45 H 1.12359 -0.04891 0.58948
46 H 5.11514 -1.56879 -0.64578
47 H 7.40352 -0.80926 -0.37798
48 H 5.74398 2.77521 1.91507
49 H 3.71474 1.66303 1.72097
50 H 3.63665 -2.65716 0.30003
51 H 1.85134 -2.23179 0.46579
52 H 2.21453 -2.86497 -1.94778
53 H 3.17548 -1.51761 -2.02720
54 H -5.62442 0.16630 -2.29111
55 H -3.96047 0.59336 -2.86250
56 H -4.36515 -0.77768 -1.68511
57 H -3.75060 3.92182 2.30468
58 H -2.14782 3.23796 1.49645
59 H -3.16259 2.40398 2.94812
60 H -2.06550 -2.79042 -1.11391
61 H -2.68943 -4.15917 0.75114

Values from the calculation:
- DFT total energy: -53007.1479 eV
- Relative energy (zero: lowest compared OMol25 entry of this formula, charge and spin): 482.3 kcal per mole
- E_LUMO: 0.11 eV
- HOMO: -0.277 hartree
- Orbital gap: 7.656 eV
- SMILES: Cc1ccc(N(CC(=O)N2CCN(c3ccc(F)cc3)CC2)S(=O)(=O)c2c(C)noc2C)cc1